{
  "formula": "C31H45CoN4O3PS4",
  "method": "the ωB97M-V functional and the def2-TZVPD basis",
  "total_charge": 0,
  "lumo_energy_ev": [-0.1, -0.1],
  "spin_multiplicity": 2,
  "gap_ha": [0.2489, 0.2719],
  "energy_ha": -4969.9254,
  "de_lowest_kcal_mol": 8.4,
  "species": ["Co", "C", "C", "C", "C", "C", "C", "N", "N", "C", "C", "C", "C", "C", "C", "H", "H", "H", "H", "H", "H", "H", "H", "H", "C", "C", "C", "O", "P", "S", "S", "O", "C", "C", "C", "H", "H", "H", "H", "H", "H", "H", "H", "H", "H", "H", "H", "H", "H", "C", "C", "C", "C", "C", "C", "C", "S", "C", "O", "H", "H", "H", "H", "H", "H", "H", "H", "H", "H", "C", "N", "C", "C", "S", "N", "C", "C", "H", "H", "H", "H", "H", "H", "H", "H", "H", "H", "H", "H"],
  "xyz": [[-0.5631, -0.1660, 0.4001], [-1.2425, -4.8348, -2.7479], [-0.2357, -4.2989, -1.9593], [-0.3680, -3.0333, -1.4047], [-1.5158, -2.2829, -1.6224], [-2.5327, -2.8282, -2.4164], [-2.3928, -4.0873, -2.9707], [-1.6371, -0.9941, -1.0246], [-2.5926, -0.3335, -1.4684], [-2.6761, 0.9288, -0.9217], [-3.7288, 1.7823, -1.2731], [-3.7948, 3.0321, -0.6987], [-2.8271, 3.4257, 0.2302], [-1.7949, 2.5669, 0.5951], [-1.6918, 1.3121, 0.0063], [-1.1396, -5.8279, -3.1674], [0.6600, -4.8745, -1.7576], [0.4077, -2.6303, -0.7714], [-3.4315, -2.2485, -2.5673], [-3.1931, -4.4967, -3.5756], [-4.4815, 1.4371, -1.9752], [-4.6070, 3.7035, -0.9494], [-2.8879, 4.4072, 0.6890], [-1.0863, 2.8734, 1.3547], [-0.6519, -2.8757, 6.0972], [0.0169, -1.7178, 5.3753], [1.4642, -2.0171, 5.0234], [-0.7558, -1.2958, 4.2258], [-0.9626, -1.9493, 2.7833], [-2.4846, -0.9646, 1.9893], [0.7279, -1.9010, 1.6972], [-1.3141, -3.4471, 3.2396], [-1.5935, -4.6528, 2.4883], [-0.3084, -5.2971, 1.9969], [-2.5878, -4.4272, 1.3662], [-0.1876, -3.0125, 7.0773], [-0.5508, -3.7978, 5.5273], [-1.7132, -2.6676, 6.2361], [-0.0228, -0.8377, 6.0165], [1.5342, -2.9138, 4.4061], [2.0354, -2.1728, 5.9423], [1.9022, -1.1867, 4.4693], [-2.0498, -5.2957, 3.2413], [0.1700, -4.6648, 1.2503], [-0.5422, -6.2650, 1.5448], [0.3884, -5.4523, 2.8225], [-2.1490, -3.8126, 0.5820], [-3.4822, -3.9261, 1.7342], [-2.8681, -5.3901, 0.9327], [4.2210, 5.0653, -2.5880], [3.7276, 4.1485, -1.4995], [2.4044, 4.2147, -1.0656], [1.9070, 3.3123, -0.1401], [2.7531, 2.3444, 0.3713], [4.0810, 2.2734, -0.0177], [4.5663, 3.1843, -0.9453], [2.1517, 1.1209, 1.5292], [2.4127, 2.1290, 2.9989], [0.6528, 1.1129, 1.4122], [3.7917, 6.0633, -2.4930], [3.9201, 4.6693, -3.5614], [5.3071, 5.1477, -2.5831], [1.7460, 4.9744, -1.4748], [0.8609, 3.3287, 0.1509], [4.7240, 1.5032, 0.3991], [5.6054, 3.1359, -1.2521], [1.8633, 3.0604, 2.8655], [3.4822, 2.3135, 3.1071], [2.0263, 1.5718, 3.8527], [0.9805, -1.9850, -5.1353], [0.7269, -1.0383, -4.0495], [-0.3792, -0.1086, -4.3042], [1.4478, -0.9027, -2.9076], [1.1090, 0.4186, -1.8800], [2.4793, -1.7347, -2.5800], [2.7514, -3.0804, -3.0919], [3.3502, -1.3794, -1.4576], [0.5569, -1.5737, -6.0472], [0.5051, -2.9511, -4.9527], [2.0423, -2.1185, -5.3087], [-0.9256, -0.4598, -5.1767], [-0.0017, 0.8989, -4.4841], [-1.0591, -0.0584, -3.4621], [1.8655, -3.5532, -3.4879], [3.0965, -3.6954, -2.2615], [3.5377, -3.0736, -3.8516], [3.6294, -0.3313, -1.5088], [4.2488, -1.9943, -1.5239], [2.8617, -1.5604, -0.4949]]
}